{
  "formula": "H2N2O3S",
  "method": "the ωB97M-V functional and the def2-TZVPD basis",
  "gap_ev": [7.245, 7.244],
  "lumo_ev": [-2.6, -2.6],
  "elements": ["S", "O", "O", "O", "N", "N", "H", "H"],
  "positions_angstrom": [[1.17972, 0.03756, -0.75673], [-0.82095, -1.49315, -0.02153], [0.68073, -0.17480, -2.06958], [0.96428, -1.65962, 1.20063], [0.29695, -1.24823, 0.31365], [-0.42712, 1.67369, 0.64110], [-0.87923, 1.97536, -0.27870], [-0.99438, 0.88919, 0.97116]],
  "forces_ev_per_angstrom": [[-0.9988, 1.6727, 2.7095], [-0.4560, -0.5436, 0.1143], [-0.5851, -0.0185, -1.4044], [0.4956, -0.6812, 1.2467], [-0.0475, 1.0567, -1.2451], [1.2526, -0.9424, -2.6709], [0.5177, -0.5572, 1.4355], [-0.1786, 0.0135, -0.1855]]
}

***

{
  "formula": "H2N2O3S",
  "method": "the ωB97M-V functional and the def2-TZVPD basis",
  "gap_ev": 9.455,
  "lumo_ev": -0.7,
  "elements": ["S", "O", "O", "O", "N", "N", "H", "H"],
  "positions_angstrom": [[1.21436, 1.12093, -1.25884], [0.64475, -1.20213, -0.12359], [2.57467, 1.36721, -0.90245], [0.26292, 1.82804, -0.45978], [-0.37464, -1.69203, 0.33723], [-1.24893, -0.72932, 0.73761], [-2.19325, -0.87359, 1.25706], [-0.87987, 0.18090, 0.41277]],
  "forces_ev_per_angstrom": [[0.5806, 0.3646, 0.1275], [-0.6604, -0.5934, 0.0746], [0.2701, -0.3136, -0.3012], [-0.8263, 0.0877, 0.0807], [-0.9270, 0.8755, 0.9097], [-0.2374, -0.1815, -0.0526], [2.6837, -0.1189, -1.5964], [-0.8832, -0.1205, 0.7579]]
}

***

{
  "formula": "H2N2O3S2",
  "method": "the ωB97M-V functional and the def2-TZVPD basis",
  "gap_ev": 9.117,
  "lumo_ev": -0.8,
  "elements": ["S", "S", "O", "O", "O", "N", "N", "H", "H"],
  "positions_angstrom": [[-0.85742, 0.06269, -1.18767], [1.23278, -0.30065, -0.02620], [-1.98689, -0.11442, -0.32265], [-1.09543, -0.09716, -2.57612], [0.26050, -1.26358, -0.67042], [0.78363, -0.06719, 1.56715], [0.26578, 1.15036, -0.76121], [1.50329, 0.27757, 2.23599], [-0.10625, 0.35236, 1.74112]],
  "forces_ev_per_angstrom": [[-0.9412, 0.6999, -0.0643], [-0.6515, 5.2241, 1.1931], [0.6058, 0.2577, 0.0459], [0.3443, -0.0923, -0.1747], [-1.1983, -1.7185, -0.5705], [1.7368, -0.6152, 0.1126], [1.3269, -3.3601, 0.8244], [-0.5320, -0.6718, -1.0903], [-0.6907, 0.2762, -0.2761]]
}

***

{
  "formula": "H2N2O3Si",
  "method": "the ωB97M-V functional and the def2-TZVPD basis",
  "gap_ev": [8.152, 7.929],
  "lumo_ev": [-0.3, -0.5],
  "elements": ["Si", "O", "O", "O", "N", "N", "H", "H"],
  "positions_angstrom": [[-0.50330, -0.72285, 0.21338], [-0.75511, -0.47836, 1.64688], [1.33800, 0.56683, 2.07783], [0.84554, 2.22410, 1.47195], [0.82021, -0.29738, 1.35764], [0.02194, 2.13397, 0.68744], [-0.97232, 0.28631, -0.72783], [-0.03052, -1.89087, -0.44967]],
  "forces_ev_per_angstrom": [[2.0705, 0.9868, -6.4787], [-3.4112, 0.1389, 7.5188], [0.0845, -3.9097, -0.2467], [-1.7956, 2.6567, -1.6505], [2.5222, 1.3877, 0.8778], [1.1143, 0.0646, 0.6326], [-0.4989, -0.2575, -0.3574], [-0.0858, -1.0674, -0.2958]]
}